Formula: C3H8N2S
Source: OMol25
Level of theory: ωB97M-V/def2-TZVPD

Geometry (Å):
1 C 2.93 1.21 0.35
2 C -0.82 1.28 0.01
3 C -1.89 -1.00 -0.27
4 N 3.72 0.36 0.23
5 N -0.78 -0.17 0.16
6 S 0.64 -0.93 0.68
7 H 1.03 -1.50 -0.50
8 H -1.41 1.88 0.81
9 H 0.24 1.64 0.05
10 H -1.21 1.65 -0.95
11 H -1.54 -2.14 -0.12
12 H -2.71 -0.88 0.41
13 H -2.03 -0.77 -1.37
14 H 3.84 -0.63 0.52

## Properties
Max |F| = 3.0 eV/Å
HOMO energy = -8.2686 eV
M = 104.18 g/mol
Calculated total energy = -626.68524 hartree

Atom charges from the natural (NBO) analysis, given in e for atoms 1 to 4: 0.3117, -0.4237, -0.4101, -0.7670